Density functional theory data (ωB97M-V/def2-TZVPD) for a molecular structure, C12H23Cl10MgO2 at a distorted geometry.

- HOMO (spin up / spin down) (eV) = -14.1175 / -14.1175
- lowest unoccupied orbital energy (spin up / spin down) (Ha) = -0.329 / -0.453

ORCA input file:
```
! RIJCOSX wB97M-V def2-TZVPD def2/J DEFGRID3
* xyz 2 2
Mg 1.340 -3.155 -3.005
C 0.772 -0.515 -0.184
C 1.048 -1.593 -1.230
O 2.161 -2.078 -1.526
O 0.071 -2.086 -1.914
H 1.662 -0.389 0.433
H 0.022 -0.960 0.470
H 0.396 0.437 -0.557
Cl 4.560 4.311 0.804
C 2.987 3.922 0.113
C 3.055 2.846 -1.016
Cl 3.998 1.387 -0.437
H 2.695 4.831 -0.412
H 2.327 3.619 0.926
H 3.603 3.171 -1.901
H 2.048 2.560 -1.319
Cl -4.067 -0.633 2.285
C -3.206 -0.998 3.779
C -2.091 -1.964 3.433
Cl -1.148 -2.419 4.862
H -3.933 -1.335 4.517
H -2.870 -0.020 4.123
H -1.365 -1.505 2.762
H -2.408 -2.943 3.073
Cl -3.565 0.767 -3.577
C -1.854 0.541 -3.438
C -1.108 1.773 -3.950
Cl 0.620 1.528 -3.717
H -1.659 -0.355 -4.027
H -1.641 0.559 -2.369
H -1.335 2.642 -3.333
H -1.447 2.042 -4.950
Cl 4.156 -0.898 2.884
C 3.303 0.614 3.031
C 4.306 1.833 3.091
Cl 5.081 1.943 4.752
H 2.717 0.443 3.934
H 2.550 0.745 2.255
H 3.746 2.759 2.958
H 5.114 1.808 2.360
Cl -5.691 -2.052 -1.344
C -4.375 -2.866 -2.247
C -3.106 -3.012 -1.415
Cl -3.378 -3.989 -0.085
H -4.140 -2.224 -3.095
H -4.851 -3.709 -2.748
H -2.862 -1.999 -1.092
H -2.239 -3.386 -1.958
*
```

Atomic partial charges in e from the natural (NBO) method, atoms 1 to 8:
1. Mg 1.834
2. C -0.725
3. C 0.818
4. O -0.824
5. O -0.877
6. H 0.233
7. H 0.262
8. H 0.267

Density functional theory data (ωB97M-V/def2-TZVPD) for a molecular structure, C23H24I2InN9OS.

- HOMO (eV) = -12.4896
- lowest unoccupied orbital energy (Ha) = -0.217
- energy relative to the best compared isomer or geometry (same formula, charge and spin) (kcal/mol) = 23.5

ORCA input file:
```
! RIJCOSX wB97M-V def2-TZVPD def2/J DEFGRID3
* xyz 2 1
In -0.337 -0.075 -0.846
I 5.222 -5.089 -1.422
C 3.952 -3.446 -1.526
C 4.427 -2.177 -1.228
C 3.574 -1.085 -1.306
I 4.288 0.801 -0.788
C 2.241 -1.224 -1.697
O 1.451 -0.155 -1.821
C 1.765 -2.520 -1.949
C 0.306 -2.718 -2.245
N -0.529 -2.346 -1.041
C -0.119 -3.068 0.180
C 0.474 -2.201 1.269
C 0.869 -2.790 2.462
C 1.482 -2.015 3.427
C 1.692 -0.665 3.178
C 1.259 -0.148 1.978
N 0.654 -0.900 1.046
C 2.620 -3.612 -1.873
H 5.458 -2.037 -0.933
H -0.022 -2.086 -3.073
H 0.113 -3.759 -2.508
H -1.496 -2.589 -1.228
H -0.963 -3.630 0.580
H 0.650 -3.796 -0.086
H 0.711 -3.850 2.612
H 1.808 -2.459 4.359
H 2.195 -0.031 3.894
H 1.414 0.895 1.730
H 2.240 -4.604 -2.090
N -3.270 0.805 -4.116
C -2.748 -0.160 -3.365
N -1.746 0.342 -2.663
C -1.724 1.661 -3.034
N -2.639 1.973 -3.913
C -0.725 2.593 -2.510
C -0.481 3.834 -3.086
N 0.493 4.618 -2.646
C 1.250 4.158 -1.657
C 1.016 2.923 -1.069
N 0.006 2.159 -1.481
H -4.033 0.751 -4.776
H -3.101 -1.178 -3.369
H -1.081 4.182 -3.918
H 2.069 4.781 -1.320
H 1.656 2.534 -0.286
C -3.423 0.377 3.584
N -2.476 1.336 3.042
C -2.037 2.495 3.835
C -1.060 3.221 2.891
N -1.145 2.406 1.671
C -1.997 1.382 1.815
S -2.456 0.296 0.565
H -3.105 0.095 4.587
H -3.449 -0.505 2.951
H -4.419 0.817 3.636
H -1.560 2.155 4.753
H -2.900 3.106 4.101
H -0.041 3.227 3.275
H -1.365 4.246 2.693
H -0.908 2.753 0.758
*
```

Atomic partial charges in e from the natural (NBO) method, atoms 1 to 8:
1. In 1.704
2. I 0.216
3. C -0.188
4. C -0.226
5. C -0.232
6. I 0.172
7. C 0.362
8. O -0.900

Density functional theory data (ωB97M-V/def2-TZVPD) for a molecular structure, C33H33BrClN2O2PdSb at a distorted geometry.

- HOMO (eV) = -8.0573
- lowest unoccupied orbital energy (Ha) = -0.007
- energy relative to the best compared isomer or geometry (same formula, charge and spin) (kcal/mol) = 29.3

ORCA input file:
```
! RIJCOSX wB97M-V def2-TZVPD def2/J DEFGRID3
* xyz 0 1
Pd 0.015 0.419 -0.638
C 2.197 4.154 -0.570
C 1.312 4.906 0.188
C 0.080 4.366 0.528
C -0.226 3.066 0.151
C 0.711 2.246 -0.509
C 1.904 2.837 -0.911
C -1.592 2.509 0.173
C -2.615 2.923 1.051
C -3.856 2.377 0.917
C -4.119 1.475 -0.138
C -5.399 0.919 -0.360
C -5.609 0.073 -1.411
C -4.551 -0.237 -2.290
C -3.298 0.270 -2.089
C -3.053 1.123 -0.991
N -1.793 1.608 -0.785
H 3.131 4.592 -0.899
H 1.558 5.922 0.466
H -0.657 4.975 1.038
H 2.609 2.292 -1.524
H -2.386 3.623 1.841
H -4.655 2.633 1.601
H -6.202 1.178 0.319
H -6.587 -0.358 -1.578
H -4.731 -0.900 -3.126
H -2.473 0.013 -2.737
Br -4.005 -0.971 2.794
C -4.077 -2.194 1.342
C -5.178 -3.044 1.340
C -5.347 -3.963 0.321
C -4.418 -4.031 -0.708
C -3.334 -3.174 -0.702
C -3.133 -2.243 0.318
C -1.922 -1.343 0.204
O -1.345 -1.341 -0.929
O -1.552 -0.648 1.162
H -5.897 -2.976 2.144
H -6.206 -4.622 0.333
H -4.542 -4.745 -1.512
H -2.603 -3.193 -1.499
Cl 0.232 -5.049 2.568
C 0.537 -4.373 1.004
C 0.563 -5.177 -0.121
C 0.800 -4.571 -1.346
C 1.002 -3.201 -1.382
N 0.991 -2.440 -0.293
C 0.758 -3.008 0.879
H 0.395 -6.242 -0.036
H 0.821 -5.153 -2.257
H 1.162 -2.688 -2.325
H 0.719 -2.359 1.748
C 5.267 1.569 1.530
C 3.757 1.446 1.676
Sb 2.830 0.066 0.305
C 4.165 0.294 -1.377
C 3.559 -0.256 -2.660
C 3.786 -1.706 1.113
C 4.207 -2.770 0.108
H 5.683 2.234 2.290
H 5.544 1.975 0.556
H 5.769 0.605 1.635
H 3.269 2.412 1.543
H 3.486 1.092 2.674
H 5.098 -0.217 -1.131
H 4.405 1.353 -1.471
H 3.412 -1.336 -2.593
H 4.198 -0.063 -3.524
H 2.580 0.187 -2.866
H 3.096 -2.126 1.845
H 4.657 -1.349 1.667
H 3.380 -3.095 -0.518
H 4.593 -3.654 0.620
H 4.997 -2.408 -0.552
*
```

Atomic partial charges in e from the Mulliken method, atoms 1 to 8:
1. Pd 0.063
2. C -0.568
3. C -0.857
4. C -0.594
5. C -0.032
6. C 0.151
7. C -0.069
8. C 1.725

Density functional theory data (ωB97M-V/def2-TZVPD) for C2H5IN2 in the gas phase at a distorted geometry.

- HOMO (eV) = -9.5263
- lowest unoccupied orbital energy (Ha) = -0.009
- energy relative to the best compared isomer or geometry (same formula, charge and spin) (kcal/mol) = 15.2
- structure (SMILES) = [H]/N=N/[C@@H](C)I

ORCA input file:
```
! RIJCOSX wB97M-V def2-TZVPD def2/J DEFGRID3
* xyz 0 1
C 0.134 -0.382 -0.999
C 0.318 0.765 0.054
N -0.505 1.230 2.041
N -0.813 0.898 0.893
I 0.412 2.621 -1.104
H -0.847 -0.386 -1.373
H 0.661 -0.137 -1.908
H 0.440 -1.241 -0.563
H 1.312 0.527 0.422
H -1.290 1.080 2.724
*
```

Atomic partial charges in e from the natural (NBO) method, atoms 1 to 8:
1. C -0.621
2. C -0.156
3. N -0.308
4. N -0.165
5. I 0.053
6. H 0.222
7. H 0.225
8. H 0.207